Formula: C5H4N
Source: the OMol25 dataset
Level of theory: ωB97M-V/def2-TZVPD

Calculated values
- lowest unoccupied orbital energy (eV) = -6.6635
- orbital gap (eV) = 8.12
- E_HOMO (eV) = -14.79
- charge = +1
- molecular weight (g mol⁻¹) = 78.094

CARTESIAN COORDINATES (ANGSTROEM)
C1 -0.1865 -0.9026 0.5924
C2 -0.6836 -0.9906 -0.6961
C3 0.7835 1.5193 0.2881
C4 0.3079 -0.4922 1.6125
C5 -0.4226 0.2993 -1.4499
N1 0.4046 1.3101 -0.7966
H1 1.4259 2.1068 0.7812
H2 0.7424 -0.1129 2.5613
H3 0.1052 -0.2469 -2.2239
H4 -1.1843 0.9497 -1.7991

Cartesian forces (eV/Å) of the 3 atoms listed first:
C -1.0 -0.8 -3.3
C -0.4 1.5 2.2
C -1.4 -1.7 -2.7

List of Löwdin charges in e, atom by atom: C -0.095; C 0.175; C 0.222; C 0.209; C -0.144; N 0.133; H 0.097; H 0.118; H 0.145; H 0.141



Formula: C16H32BNaO12
Source: the OMol25 dataset
Level of theory: ωB97M-V/def2-TZVPD

Calculated values
- lowest unoccupied orbital energy (spin up / spin down) (eV) = -4.3870 / -8.5731
- orbital gap (spin up / spin down) (eV) = 8.54 / 4.35
- 2S+1 = 2
- E_HOMO (spin up / spin down) (eV) = -12.92 / -12.92
- expectation value of S² = 0.7593
- charge = +1
- molecular weight (g mol⁻¹) = 450.222

CARTESIAN COORDINATES (ANGSTROEM)
Na1 -29.3203 -14.3193 -4.9954
O1 -29.3466 -15.3670 -2.5993
C1 -29.9646 -16.2714 -2.0338
O2 -29.8497 -16.7814 -0.7829
B1 -30.6344 -18.0682 -0.6667
O3 -31.3257 -18.0925 -1.9403
C2 -30.8398 -17.1583 -2.7717
O4 -31.0806 -17.2275 -3.9818
O5 -31.6214 -17.8774 0.4321
C3 -31.5388 -18.9170 1.2671
O6 -32.2697 -19.1453 2.2030
C4 -30.3374 -19.8071 0.7821
O7 -29.8749 -19.3161 -0.2877
O8 -30.0651 -20.8840 1.3001
C5 -26.5191 -17.3560 -3.9871
C6 -26.6269 -16.9871 -5.4599
C7 -27.6125 -17.9645 -6.1144
O9 -27.2537 -15.7159 -5.6372
H1 -25.9448 -18.2702 -3.8375
H2 -27.4709 -17.5619 -3.4975
H3 -26.1044 -16.5215 -3.4217
H4 -25.6849 -16.9578 -6.0075
H5 -27.8417 -17.7093 -7.1490
H6 -28.5482 -17.8036 -5.5790
H7 -27.2121 -18.9770 -6.0642
H8 -26.6899 -15.3098 -6.2996
C8 -26.0505 -13.0736 -2.8422
C9 -27.0255 -11.9388 -3.1183
C10 -26.3428 -10.8939 -4.0441
O10 -28.1968 -12.3782 -3.8072
H9 -25.8437 -13.5845 -3.7826
H10 -26.5456 -13.8560 -2.2670
H11 -25.1596 -12.6292 -2.3985
H12 -27.2532 -11.5533 -2.1245
H13 -26.7964 -10.9440 -5.0339
H14 -25.2581 -10.8136 -4.1152
H15 -26.6868 -9.9217 -3.6913
H16 -28.8474 -11.6733 -3.8469
C11 -33.5587 -12.6192 -3.7531
C12 -32.5213 -13.5575 -4.3958
C13 -32.5359 -13.5300 -5.9167
O11 -31.2370 -13.1485 -3.9981
H17 -34.4714 -12.7531 -4.3338
H18 -33.3184 -11.5688 -3.9175
H19 -33.5176 -12.8753 -2.6945
H20 -32.6970 -14.5808 -4.0642
H21 -33.4317 -14.0076 -6.3136
H22 -31.7971 -14.2184 -6.3269
H23 -32.4495 -12.5973 -6.4741
H24 -31.4087 -12.3794 -3.4497
C14 -31.4549 -14.0726 -9.1547
C15 -30.1403 -14.6104 -8.8143
C16 -29.0805 -14.2908 -9.9587
O12 -29.6281 -14.1730 -7.5895
H25 -31.4585 -13.0053 -9.3757
H26 -32.1812 -14.2089 -8.3535
H27 -31.8356 -14.5402 -10.0627
H28 -30.1468 -15.6924 -8.6830
H29 -29.3299 -14.8872 -10.8363
H30 -28.1238 -14.7080 -9.6446
H31 -28.9595 -13.2285 -10.1706
H32 -28.9109 -13.6298 -7.9244

Cartesian forces (eV/Å) of the 3 atoms listed first:
Na 0.2 -0.1 0.3
O -1.2 -1.6 2.1
C 2.8 1.8 0.0

List of Löwdin charges in e, atom by atom: Na 0.467; O 0.146; C -0.326; O 0.227; B -0.760; O 0.246; C -0.344; O 0.153; O 0.293; C -0.242; O 0.312; C -0.282; O 0.330; O 0.335; C -0.035; C -0.450; C -0.042; O -0.072; H 0.090; H 0.069; H 0.078; H 0.144; H 0.078; H 0.074; H 0.089; H 0.097; C -0.047; C -0.449; C -0.041; O -0.069; H 0.075; H 0.076; H 0.094; H 0.138; H 0.075; H 0.082; H 0.072; H 0.094; C -0.026; C -0.467; C -0.055; O -0.065; H 0.092; H 0.089; H 0.091; H 0.137; H 0.090; H 0.049; H 0.100; H 0.090; C -0.058; C -0.491; C -0.023; O -0.057; H 0.097; H 0.058; H 0.098; H 0.143; H 0.086; H 0.073; H 0.088; H 0.085



Formula: C3H6FeO3
Source: the OMol25 dataset
Level of theory: ωB97M-V/def2-TZVPD

Calculated values
- lowest unoccupied orbital energy (spin up / spin down) (eV) = -4.9697 / -6.2092
- orbital gap (spin up / spin down) (eV) = 7.46 / 9.63
- 2S+1 = 6
- E_HOMO (spin up / spin down) (eV) = -12.43 / -15.84
- expectation value of S² = 8.7537
- charge = +1
- molecular weight (g mol⁻¹) = 145.923

CARTESIAN COORDINATES (ANGSTROEM)
H1 -2.8136 0.8480 -1.3201
O1 -2.3052 1.3146 -0.5158
Fe1 -2.2976 -2.1420 -1.0986
O2 -0.1466 0.8940 -0.0848
C1 -1.3395 0.4692 -0.3578
O3 -1.4052 -0.4558 -1.1997
C2 0.6592 0.2117 0.9065
C3 1.9309 -0.2908 0.2678
H2 0.8529 0.9787 1.6629
H3 0.0830 -0.5876 1.3832
H4 2.1790 0.2874 -0.6316
H5 2.7522 -0.1751 0.9875
H6 1.8506 -1.3523 0.0007

Cartesian forces (eV/Å) of the 3 atoms listed first:
H 0.9 1.9 2.5
O -2.0 -0.4 -0.6
Fe -0.3 -0.9 -0.2

List of Löwdin charges in e, atom by atom: H 0.228; O 0.211; Fe 0.931; O 0.087; C -0.596; O -0.195; C -0.169; C -0.045; H 0.138; H 0.131; H 0.098; H 0.095; H 0.085



Formula: C11H7N2O6Tl
Source: the OMol25 dataset
Level of theory: ωB97M-V/def2-TZVPD

Calculated values
- lowest unoccupied orbital energy (spin up / spin down) (eV) = -11.5899 / -10.0068
- orbital gap (spin up / spin down) (eV) = 3.76 / 5.54
- E_HOMO (spin up / spin down) (eV) = -15.35 / -15.55
- charge = +2
- molecular weight (g mol⁻¹) = 467.568

CARTESIAN COORDINATES (ANGSTROEM)
O1 -1.7183 2.6584 -6.1347
C1 -1.6242 2.3539 -5.0366
Tl1 -1.1453 2.4986 -2.3199
C2 -2.1168 1.2731 0.1049
O2 -2.3991 1.1837 1.2078
C3 -1.8609 -1.0185 -2.8622
O3 -1.7975 -1.6089 -1.8494
C4 0.8985 0.6457 -2.2865
O4 1.8639 0.0431 -2.1790
C5 -4.1934 0.5742 -2.2225
O5 -5.2788 0.3595 -1.9380
H1 -1.8430 -1.3804 -3.9421
N1 3.0226 0.7600 3.5886
C6 2.3785 1.0087 2.4117
O6 2.5394 2.0560 1.7881
C7 1.5124 -0.1001 1.8884
C8 1.5250 -1.4348 2.3502
C9 0.7081 -2.4021 1.7450
C10 -0.0794 -1.9802 0.6568
N2 -0.0657 -0.7150 0.2354
C11 0.6761 0.2240 0.7827
H2 3.5010 1.5429 4.0073
H3 2.7072 0.0449 4.2170
H4 2.1836 -1.6912 3.1885
H5 0.6761 -3.4548 2.0537
H6 -0.7233 -2.6995 0.1451
H7 0.6534 1.2587 0.3998

Cartesian forces (eV/Å) of the 3 atoms listed first:
O 0.3 -0.9 3.2
C -0.4 0.8 -3.9
Tl -0.2 1.0 0.4

List of Löwdin charges in e, atom by atom: O 0.122; C -0.083; Tl 0.833; C -0.106; O 0.124; C 0.125; O 0.175; C -0.074; O 0.139; C 0.020; O 0.122; H 0.194; N 0.194; C -0.471; O 0.072; C -0.064; C 0.042; C 0.014; C -0.084; N 0.074; C -0.100; H 0.132; H 0.101; H 0.132; H 0.135; H 0.118; H 0.115



Formula: C4H7N3O
Source: the OMol25 dataset
Level of theory: ωB97M-V/def2-TZVPD

Calculated values
- lowest unoccupied orbital energy (spin up / spin down) (eV) = 0.4667 / 0.4665
- orbital gap (spin up / spin down) (eV) = 8.01 / 8.01
- E_HOMO (spin up / spin down) (eV) = -7.54 / -7.54
- molecular weight (g mol⁻¹) = 113.120

CARTESIAN COORDINATES (ANGSTROEM)
C1 0.8015 -0.2906 -0.4171
C2 -1.0267 0.8795 0.1082
N1 -1.2180 1.4293 -1.2791
C3 2.0619 -2.7890 0.8524
C4 -1.3781 1.6798 1.1057
O1 1.0381 0.1185 -1.5500
N2 0.4204 -0.9654 0.5488
N3 1.6997 -2.1114 -0.1497
H1 -0.2254 1.0949 -1.7893
H2 -1.8864 0.8347 -1.7713
H3 -1.5604 2.3988 -1.3131
H4 2.7702 -3.6135 0.6922
H5 1.6620 -2.6395 1.8639
H6 -1.2552 1.3453 2.1299
H7 -1.9036 2.6288 0.9685

Cartesian forces (eV/Å) of the 3 atoms listed first:
C -2.7 0.9 -2.0
C 0.6 0.8 -0.2
N 1.2 -1.2 -0.9

List of Löwdin charges in e, atom by atom: C -0.500; C -0.237; N 0.068; C -0.123; C -0.051; O 0.010; N 0.161; N 0.040; H 0.159; H 0.135; H 0.131; H 0.065; H 0.065; H 0.040; H 0.038



Per-record total energy, eV: -6724.8976; -46770.5911; -43727.4173; -31457.8071; -10772.3687